Computed, not measured: the molecule C2H7NO4S at a distorted geometry, with ωB97M-V/def2-TZVPD.

Geometry (Å):
1 S -0.55 1.28 0.44
2 O -1.68 0.36 0.96
3 O 0.31 1.63 1.52
4 O -0.97 2.39 -0.34
5 O 1.72 0.40 -0.46
6 N -0.17 -0.29 -1.71
7 C 0.35 -0.09 -0.41
8 C 0.37 -1.34 0.44
9 H -0.07 -1.33 -2.02
10 H -2.46 0.68 1.44
11 H 1.29 -1.87 0.15
12 H -0.53 -1.91 0.41
13 H 0.36 -1.04 1.54
14 H 1.78 0.77 0.40
15 H 0.26 0.37 -2.36

## Properties
Gap between HOMO and LUMO ... 10.47 eV
Spin multiplicity ... 1
HOMO ... -10.14 eV
Structure (SMILES) ... C[C@](N)(O)S(=O)(=O)O

Computed, not measured: a 2-piece molecular cluster, C2H10NOS overall at a distorted geometry, with ωB97M-V/def2-TZVPD.

Geometry (Å):
1 S -1.06 1.94 -1.71
2 O -0.54 -2.46 0.12
3 N 1.04 -0.34 0.84
4 C -0.52 1.45 -0.03
5 C 0.86 0.80 -0.16
6 H 0.31 -1.01 0.47
7 H -0.25 -3.31 -0.30
8 H 1.98 -0.74 0.84
9 H -2.29 1.41 -1.63
10 H -1.49 -2.59 0.08
11 H 1.68 1.50 -0.27
12 H -1.28 0.86 0.47
13 H 0.88 -0.10 1.81
14 H 1.01 0.25 -1.10
15 H -0.33 2.34 0.57

## Properties
Gap between HOMO and LUMO ... 9.44 eV
Spin multiplicity ... 1
Net charge ... +1
HOMO ... -12.88 eV

Computed, not measured: C6H9AgLiO2 as an isolated structure at a distorted geometry, with ωB97M-V/def2-TZVPD.

Geometry (Å):
1 Ag 2.49 3.13 1.15
2 O -1.97 1.45 -1.59
3 O 1.30 1.79 -0.14
4 C 2.27 0.02 1.14
5 C -1.20 -0.85 -0.71
6 C -2.49 -0.44 -0.02
7 C 1.78 -1.24 1.52
8 C -2.23 0.14 -1.39
9 C 1.96 0.65 -0.07
10 Li -0.25 1.80 -1.27
11 H -2.80 -0.36 -2.20
12 H 1.79 -1.54 2.57
13 H 2.67 0.65 1.95
14 H -1.11 -1.87 -1.08
15 H 1.63 -2.01 0.76
16 H -3.27 -1.21 0.09
17 H -2.40 0.24 0.82
18 H -0.21 -0.44 -0.52
19 H 2.04 0.08 -1.00

## Properties
Gap between HOMO and LUMO (spin up / spin down) ... 4.42 / 4.77 eV
Spin multiplicity ... 2
HOMO (spin up / spin down) ... -6.53 / -6.79 eV
<S²> ... 0.783

> spin multiplicity of number 1 (C2H7NO4S)?

1